(1)
Here is C55H34I4N5OSeZr as an isolated structure from OMol25. Energies are from the ωB97M-V functional and the def2-TZVPD basis.

Its spin multiplicity is 2. For the energy above the lowest of the compared OMol25 structures with the same formula, charge and spin, the calculation gives 158.5 kJ/mol. The HOMO-LUMO gap (alpha / beta) is 4.44 / 5.88 eV. The calculation puts the calculated total energy at -166114.081 eV. The LUMO energy (alpha / beta) is -0.040 / -0.045 Ha. The HOMO energy (alpha / beta) is -5.5208 / -7.1031 eV.

Each line ends with the Mulliken charge.
Element x y z (Å)
Zr (17.6808, 14.7861, 13.2159)  0.7021
I (8.7305, 17.5547, 9.9669)  0.0546
C (10.4490, 16.5676, 10.7396)  -0.2337
C (11.5493, 16.4797, 9.9163)  -0.6344
C (12.7364, 16.0325, 10.3613)  -0.2390
C (12.9201, 15.6859, 11.6876)  -0.4069
C (11.7967, 15.7987, 12.5455)  -0.2050
C (10.5441, 16.1853, 12.0529)  -0.6947
C (14.2799, 15.3149, 12.2495)  1.4961
C (14.7220, 16.1601, 13.2520)  -0.0482
C (14.1728, 17.4144, 13.6455)  -1.1906
C (15.1436, 18.1298, 14.2973)  -1.1661
C (16.2257, 17.2425, 14.4374)  0.3273
C (17.5270, 17.6066, 15.1804)  1.1080
C (17.6715, 19.0061, 15.6175)  -0.6135
C (16.8710, 19.6350, 16.5771)  -0.1436
C (17.1159, 20.9538, 16.9566)  -0.7207
C (18.1632, 21.6390, 16.3033)  0.0575
I (18.5150, 23.6080, 16.9422)  0.0763
C (18.9805, 21.0214, 15.4246)  -0.6944
C (18.7534, 19.7345, 15.0126)  -0.3438
C (18.4495, 16.6569, 15.4827)  0.6167
N (18.4371, 15.2570, 15.1530)  0.3671
C (19.3505, 14.6527, 16.0197)  0.6306
C (19.6704, 13.3402, 15.9439)  0.7171
C (20.5879, 12.6963, 16.8299)  -0.0724
C (20.1785, 11.6586, 17.6884)  -0.1857
C (21.0149, 11.1394, 18.6425)  -0.6804
C (22.3493, 11.6016, 18.7154)  0.0200
I (23.7826, 10.6162, 19.7785)  0.1083
C (22.7588, 12.6658, 17.9223)  -0.7973
C (21.8652, 13.2265, 16.9749)  -0.3157
C (19.1279, 12.4852, 14.8494)  0.2580
C (19.7461, 11.1736, 14.5470)  -0.9788
C (19.2514, 10.8100, 13.3144)  -1.0699
C (18.2463, 11.7115, 12.9320)  0.2792
N (18.2050, 12.8272, 13.8583)  -0.6825
C (17.4746, 11.6612, 11.7600)  1.4344
C (16.3751, 12.5255, 11.5314)  0.5539
C (15.3650, 12.3192, 10.5973)  -1.5477
C (14.4320, 13.3812, 10.7776)  -1.4504
C (14.9401, 14.1857, 11.8120)  1.2252
N (16.1252, 13.6069, 12.2929)  -0.1009
C (17.7773, 10.6327, 10.7536)  -0.0244
C (17.9597, 9.3021, 11.1049)  -0.5978
C (18.4384, 8.3715, 10.1537)  -0.5618
C (18.7450, 8.8271, 8.8708)  -0.1659
I (19.6749, 7.5514, 7.4674)  0.0666
C (18.4652, 10.1175, 8.5070)  -0.5954
C (17.9649, 11.0527, 9.4299)  -0.4044
C (19.8818, 15.6462, 16.9038)  -1.6351
C (19.4070, 16.8561, 16.5446)  -1.3602
N (15.9928, 16.0723, 13.7842)  -0.6743
H (11.5113, 16.7521, 8.8727)  0.3740
H (13.5521, 15.8711, 9.6397)  0.4425
H (11.8301, 15.5735, 13.6357)  0.4133
H (9.6652, 16.2786, 12.6810)  0.3879
H (13.1416, 17.7507, 13.3930)  0.3870
H (15.1730, 19.0462, 14.8213)  0.7793
H (16.0636, 19.1046, 17.0685)  0.5818
H (16.5455, 21.5008, 17.7041)  0.3777
H (19.7312, 21.6519, 14.9366)  0.3139
H (19.3627, 19.2007, 14.2909)  0.6107
H (19.2408, 11.1630, 17.5079)  0.4935
H (20.5960, 10.3334, 19.2150)  0.3843
H (23.8525, 12.9908, 18.0374)  0.2482
H (22.3159, 14.1167, 16.4166)  0.5652
H (20.5485, 10.5852, 15.0176)  0.3988
H (19.6821, 9.8830, 12.8908)  0.4037
H (15.2113, 11.5356, 9.8664)  0.5961
H (13.4421, 13.3487, 10.3666)  0.5919
H (17.7228, 8.9779, 12.0951)  0.7029
H (18.5141, 7.2965, 10.3838)  0.3488
H (18.5060, 10.4141, 7.4157)  0.2718
H (17.7790, 12.0618, 9.0927)  0.4698
H (20.5499, 15.3602, 17.7013)  0.6641
H (19.6210, 17.8412, 16.9790)  0.4640
Se (19.9435, 15.4132, 11.9406)  -0.2552
C (21.6750, 15.0859, 12.7761)  0.4462
C (22.5470, 16.1448, 12.5098)  -0.7907
C (23.8965, 15.9109, 12.7236)  -0.5795
C (24.4050, 14.6654, 13.0939)  -0.6816
C (23.5294, 13.6565, 13.4315)  -0.6439
C (22.1752, 13.8791, 13.2762)  0.1510
H (22.2056, 17.0761, 12.1084)  0.4129
H (24.5938, 16.7211, 12.4938)  0.3342
H (25.4580, 14.5995, 13.3094)  0.3433
H (23.9286, 12.6875, 13.7210)  0.4353
H (21.5283, 13.0538, 13.4397)  0.4347
O (17.1842, 15.5756, 11.0900)  0.1983
N (17.3941, 16.7974, 10.6368)  0.1530
C (16.6076, 17.7494, 11.2314)  0.2326
C (16.6158, 19.0014, 10.6990)  -0.9974
C (17.4162, 19.2608, 9.5555)  -0.3075
C (18.2365, 18.2630, 9.0263)  -0.8637
C (18.1647, 17.0406, 9.5976)  0.1193
H (15.9839, 17.3229, 11.9880)  0.0567
H (15.8919, 19.7436, 11.1618)  0.4002
H (17.4553, 20.2314, 9.0753)  0.4185
H (18.8860, 18.3803, 8.1627)  0.4532
H (18.7480, 16.1453, 9.2060)  0.3958

(2)
Here is C55H35Cl3F15GeIrN2O7P2S as an isolated structure from OMol25. Energies are from the ωB97M-V functional and the def2-TZVPD basis.

Its spin multiplicity is 2. For the energy above the lowest of the compared OMol25 structures with the same formula, charge and spin, the calculation gives 16.6 kJ/mol. The HOMO-LUMO gap (alpha / beta) is 7.16 / 6.25 eV. The total charge is +1. The calculation puts the calculated total energy at -242007.088 eV. The LUMO energy (alpha / beta) is -0.110 / -0.146 Ha. The HOMO energy (alpha / beta) is -10.1457 / -10.2212 eV.

Each line ends with the Mulliken charge.
Element x y z (Å)
Ir (0.2579, -0.3243, -0.3304)  2.3900
N (0.5409, 1.8118, 2.1193)  0.5680
P (1.1062, 0.2378, 1.7450)  0.5008
C (0.8226, -0.7385, 3.2192)  0.7384
C (0.7426, -0.1209, 4.4607)  -0.7035
C (0.6996, -0.9031, 5.6072)  -0.8344
C (0.7442, -2.2869, 5.5100)  -0.7396
C (0.8291, -2.9010, 4.2652)  -0.9266
C (0.8678, -2.1281, 3.1168)  -0.2718
C (2.8976, 0.4750, 1.8576)  0.8864
C (3.4836, 1.6619, 2.2905)  -0.5647
C (4.8670, 1.7654, 2.3712)  -1.0937
C (5.6669, 0.6858, 2.0289)  -0.6541
C (5.0859, -0.5104, 1.6255)  -0.8422
C (3.7089, -0.6163, 1.5414)  -0.7468
P (-1.0739, 2.2121, 1.8672)  0.0229
C (-1.0711, 3.6131, 0.7515)  0.8714
C (-2.2945, 4.2666, 0.5670)  -0.7609
C (-2.3985, 5.3112, -0.3378)  -0.8001
C (-1.2816, 5.7138, -1.0611)  -0.6559
C (-0.0667, 5.0614, -0.8905)  -0.6263
C (0.0362, 4.0022, -0.0008)  -0.1638
C (-1.7231, 2.8178, 3.4410)  0.9357
C (-3.0927, 2.6851, 3.6742)  -0.3902
C (-3.6323, 3.1052, 4.8833)  -0.6948
C (-2.8020, 3.6339, 5.8624)  -0.6044
C (-1.4355, 3.7558, 5.6348)  -0.7369
C (-0.8896, 3.3426, 4.4298)  -0.5217
H (1.1584, 2.4852, 1.6748)  -0.1536
H (0.7119, 0.9595, 4.5361)  0.2883
H (0.6374, -0.4293, 6.5791)  0.4790
H (0.7153, -2.8899, 6.4089)  0.4210
H (0.8608, -3.9807, 4.1924)  0.4967
H (0.9285, -2.5986, 2.1414)  0.3944
H (2.8822, 2.5131, 2.5896)  0.5093
H (5.3153, 2.6909, 2.7088)  0.4769
H (6.7452, 0.7703, 2.0957)  0.4725
H (5.7066, -1.3629, 1.3771)  0.6083
H (3.2640, -1.5545, 1.2328)  0.4963
H (-3.1652, 3.9601, 1.1382)  0.3516
H (-3.3502, 5.8087, -0.4811)  0.4452
H (-1.3591, 6.5321, -1.7677)  0.4374
H (0.8015, 5.3654, -1.4618)  0.4748
H (0.9869, 3.4842, 0.0615)  0.2928
H (-3.7299, 2.2436, 2.9130)  0.3725
H (-4.6955, 3.0071, 5.0655)  0.4393
H (-3.2199, 3.9450, 6.8124)  0.3997
H (-0.7941, 4.1747, 6.4004)  0.4424
H (0.1750, 3.4426, 4.2509)  0.3530
C (-6.3467, -0.4159, 0.9604)  -0.6298
O (-6.1759, 0.1709, -0.3313)  -0.4770
C (-4.9360, 0.5289, -0.6891)  0.6397
C (-4.7889, 1.0402, -1.9875)  -1.2059
C (-3.5457, 1.4181, -2.4264)  -1.2006
C (-2.4084, 1.3064, -1.6064)  0.3140
C (-1.0826, 1.6986, -2.0770)  0.7401
C (-0.9564, 2.3857, -3.3998)  -0.8733
O (-0.0159, 1.5116, -1.4523)  -0.6537
C (-2.5798, 0.7626, -0.3352)  -0.3139
O (-1.5124, 0.6319, 0.4684)  0.4816
C (-3.8300, 0.4031, 0.1411)  -0.4656
H (-7.3924, -0.6922, 1.0268)  0.2937
H (-6.1103, 0.3025, 1.7473)  0.2845
H (-5.7232, -1.3037, 1.0712)  0.2211
H (-5.6649, 1.1194, -2.6176)  0.5483
H (-3.4452, 1.7992, -3.4350)  0.5241
H (-1.6017, 3.2644, -3.4598)  0.6046
H (-1.2413, 1.6842, -4.1901)  0.5494
H (0.0770, 2.6728, -3.5494)  -1.0170
H (-3.8879, -0.0098, 1.1400)  0.5962
N (-1.0627, -3.5229, -2.3800)  0.3199
C (-0.9883, -2.6904, -3.6260)  -1.1263
C (-0.3844, -1.3463, -3.2422)  0.4101
O (0.3520, -0.7897, -4.0279)  -0.5196
O (-0.8140, -0.9456, -2.0937)  -0.0194
H (-1.8556, -4.1553, -2.3340)  0.6396
H (-1.0996, -2.8682, -1.5773)  -0.5459
H (-0.1992, -4.0513, -2.2490)  0.3468
H (-1.9950, -2.5213, -4.0054)  0.3953
H (-0.3917, -3.1867, -4.3804)  0.3749
F (3.0241, 2.5806, -2.2556)  -0.5623
C (2.6873, 2.4798, -3.5472)  -0.1444
C (2.6842, 1.2435, -4.1767)  0.6862
C (2.3021, 1.2226, -5.5084)  0.3611
F (2.2507, 0.0801, -6.1959)  -0.3370
C (1.9591, 2.3752, -6.1899)  0.1841
F (1.5888, 2.3269, -7.4677)  -0.3322
C (1.9979, 3.5890, -5.5363)  0.8069
F (1.6641, 4.7020, -6.1787)  -0.3329
C (2.3636, 3.6450, -4.2075)  0.2004
F (2.3736, 4.8217, -3.5724)  -0.3811
Ge (3.1898, -0.3295, -3.1333)  1.4487
S (2.4336, -0.5361, -1.0866)  -0.5908
C (5.0797, -0.0783, -2.5816)  -0.2744
C (5.8539, 1.0515, -2.7985)  0.2849
F (5.4124, 2.0588, -3.5628)  -0.3254
C (7.1136, 1.2070, -2.2546)  0.1119
F (7.8218, 2.3112, -2.4813)  -0.3165
C (7.6355, 0.2130, -1.4553)  0.8258
F (8.8297, 0.3661, -0.8955)  -0.3444
C (6.9138, -0.9412, -1.2361)  0.1369
F (7.4210, -1.9038, -0.4627)  -0.3907
C (5.6658, -1.0730, -1.8062)  -0.1225
F (5.0224, -2.2284, -1.5762)  -0.4703
C (3.3283, -1.9927, -4.1625)  0.0982
C (2.6639, -3.1648, -3.8696)  -0.2861
F (1.8939, -3.2746, -2.7602)  -0.3285
C (2.7354, -4.2793, -4.6751)  0.2770
F (2.0296, -5.3786, -4.3717)  -0.3433
C (3.5250, -4.2519, -5.8071)  0.6468
F (3.5931, -5.3170, -6.5938)  -0.2946
C (4.2414, -3.1126, -6.1145)  0.2127
F (5.0116, -3.0901, -7.1953)  -0.2964
C (4.1321, -2.0088, -5.2899)  0.3606
F (4.8279, -0.9156, -5.6217)  -0.3580
Cl (-3.3526, -3.1134, -0.7625)  -0.1549
C (-2.4144, -3.4780, 0.7196)  0.7826
Cl (-1.4664, -4.9616, 0.4534)  -0.1427
Cl (-3.5235, -3.7176, 2.0473)  -0.0722
C (-1.4429, -2.2787, 0.9941)  -0.2232
O (-1.6205, -1.5980, 1.9651)  -0.4196
O (-0.5364, -2.1859, 0.0519)  0.1049

Q: Which value of energy above the lowest of the compared OMol25 structures with the same formula, charge and spin does entry 2 give?
A: 16.6 kJ/mol

Q: What is the energy above the lowest of the compared OMol25 structures with the same formula, charge and spin in the first record?
A: 158.5 kJ/mol

Q: Which formula does entry 2 have?
A: C55H35Cl3F15GeIrN2O7P2S

Q: Among the records above, which one has the lowest energy above the lowest of the compared OMol25 structures with the same formula, charge and spin?
A: C55H35Cl3F15GeIrN2O7P2S